(1)
{"formula": "C6H13N3O", "method": "ωB97M-V with the def2-TZVPD basis set", "e_tot_ha": -475.170275, "orbital_gap_ha": [0.29891, 0.29884], "e_homo_ev": [-16.83, -16.83], "spin_multiplicity": 1, "charge": 2, "species": ["C", "C", "C", "C", "C", "C", "N", "N", "N", "O", "H", "H", "H", "H", "H", "H", "H", "H", "H", "H", "H", "H", "H"], "positions_angstrom": [[-0.9327, 0.5692, -0.2772], [3.6466, 0.8325, 0.7438], [2.2946, 0.6434, 0.7371], [1.4833, 0.4016, -0.4250], [0.1376, -1.4115, 0.3223], [-3.3850, 0.7778, 0.0411], [0.2419, 1.0630, -0.6100], [-2.0347, 1.3034, -0.3065], [-0.0175, -2.6224, -0.4743], [-1.0716, -0.6979, 0.0014], [4.2997, 1.2004, 1.4883], [4.1495, 0.5835, -0.1878], [1.9109, 0.8954, 1.7866], [2.0646, 0.3367, -1.3484], [0.3165, -1.6787, 1.3891], [-3.2779, -0.3366, 0.0583], [-4.2488, 1.1880, -0.4899], [-3.6949, 1.2176, 1.0197], [0.3120, 2.1312, -0.8313], [-1.9631, 2.3759, -0.4545], [-0.9747, -2.8590, -0.5502], [0.4471, -3.4396, -0.1860], [0.2966, -2.4739, -1.4466]], "atomic_forces_ev_per_a": [[-1.89, 1.71, -0.23], [-1.45, -1.25, -3.02], [1.07, 1.67, 3.42], [0.06, -1.63, 1.27], [1.17, 2.23, -0.70], [-0.09, -0.11, 1.60], [0.94, 2.79, -0.26], [-0.20, 2.02, -0.33], [0.70, 0.91, -2.08], [0.81, -1.10, 1.12], [0.01, 0.19, 1.19], [0.28, 0.19, -0.04], [-0.55, -0.51, -1.84], [-0.26, -0.57, 0.01], [-0.49, 0.64, -0.73], [-0.79, 1.27, 0.02], [0.79, -0.41, -1.28], [0.85, -0.90, -0.06], [-0.26, -2.64, 0.39], [0.02, -2.65, 0.23], [-1.81, -0.51, -0.01], [1.17, -1.37, 1.10], [-0.07, 0.04, 0.22]]}

(2)
{"formula": "C6H13N3O2", "method": "ωB97M-V with the def2-TZVPD basis set", "e_tot_ha": -550.995203, "orbital_gap_ha": 0.32621, "e_homo_ev": -8.27, "spin_multiplicity": 1, "smiles": "CC(=N/O)/C(CN(C)C)=N/O", "species": ["C", "C", "N", "O", "C", "C", "N", "C", "C", "N", "O", "H", "H", "H", "H", "H", "H", "H", "H", "H", "H", "H", "H", "H"], "positions_angstrom": [[-1.6899, -1.9993, -1.1292], [-1.0004, -1.7318, 0.2320], [-1.5494, -2.3184, 1.3020], [-0.9407, -2.2241, 2.4967], [0.2844, -0.9057, 0.3220], [0.5309, 0.1062, -0.9352], [0.3827, 1.5447, -0.6399], [-0.9691, 2.0998, -0.3311], [1.4449, 2.2043, 0.0178], [1.2079, -1.0780, 1.1894], [2.3646, -0.4311, 1.0413], [-2.1891, -1.0818, -1.4920], [-0.9795, -2.4266, -1.7929], [-2.4455, -2.6855, -0.9537], [0.0141, -2.0661, 2.3689], [-0.0910, -0.1835, -1.8177], [1.5788, -0.0801, -1.2752], [-1.7636, 1.5921, -0.9197], [-1.1281, 3.1573, -0.5663], [-1.3216, 2.0358, 0.7225], [2.3620, 1.9236, -0.5005], [1.6431, 2.0856, 1.1123], [1.3230, 3.2945, -0.1087], [2.9314, -0.8322, 1.6570]], "atomic_forces_ev_per_a": [[0.84, 2.27, 1.85], [-0.07, -0.93, 2.97], [0.41, 1.06, -3.34], [0.49, -0.06, 0.42], [0.12, 1.14, -2.98], [0.11, -0.25, 0.80], [-2.10, -0.39, -0.24], [-0.58, -1.08, -0.03], [1.26, 1.17, 0.38], [-2.45, -2.05, 0.73], [-0.15, 1.90, -1.96], [0.58, -0.39, -0.20], [0.53, -0.06, -0.91], [-1.42, -1.46, 0.43], [-0.02, 0.37, -0.06], [0.17, 0.32, 1.02], [-0.65, 0.34, 0.42], [0.68, -0.02, 0.19], [0.86, -0.02, -0.29], [0.58, -0.36, -0.21], [0.22, 0.09, 0.16], [-0.58, -0.47, -0.47], [0.01, -0.32, -0.12], [1.15, -0.79, 1.42]]}

(3)
{"formula": "C6H13N4", "method": "ωB97M-V with the def2-TZVPD basis set", "e_tot_ha": -455.127596, "orbital_gap_ha": 0.39164, "e_homo_ev": -15.26, "spin_multiplicity": 1, "charge": 1, "smiles": "CC(C)CCn1cnn[nH+]1", "species": ["C", "C", "C", "C", "C", "N", "C", "N", "N", "N", "H", "H", "H", "H", "H", "H", "H", "H", "H", "H", "H", "H", "H"], "positions_angstrom": [[1.3185, -0.5533, 1.4088], [1.4793, -0.4905, -0.1185], [1.6853, 0.9496, -0.6081], [0.3532, -1.2315, -0.8670], [-0.8902, -0.4360, -1.2493], [-1.5640, 0.2222, -0.1021], [-2.2088, -0.2686, 0.9515], [-2.6896, 0.7231, 1.6912], [-2.3001, 1.8451, 1.1330], [-1.6284, 1.5365, 0.0773], [0.2805, -0.4230, 1.7301], [1.6531, -1.5135, 1.8082], [1.9052, 0.2283, 1.8964], [2.3893, -1.0444, -0.3670], [1.5327, 1.0577, -1.6874], [2.7098, 1.2699, -0.4086], [1.0372, 1.6618, -0.0820], [0.7353, -1.5918, -1.8293], [0.0499, -2.1259, -0.3125], [-1.6487, -1.0719, -1.7097], [-0.6595, 0.3663, -1.9526], [-2.3511, -1.3231, 1.1378], [-1.1886, 2.2128, -0.5405]], "atomic_forces_ev_per_a": [[0.02, 0.00, 0.00], [0.02, 0.02, -0.01], [0.05, -0.01, -0.07], [-0.02, -0.11, -0.05], [0.07, 0.06, -0.11], [0.08, -0.08, 0.39], [-0.28, -0.30, -0.39], [0.18, 0.25, 0.22], [-0.11, -0.06, 0.17], [0.04, 0.04, -0.33], [0.07, 0.09, -0.01], [-0.07, 0.06, -0.07], [0.01, -0.09, -0.04], [-0.06, 0.08, 0.03], [0.03, -0.03, 0.08], [-0.12, 0.01, 0.05], [0.04, -0.07, -0.06], [-0.06, 0.01, 0.10], [0.07, 0.07, -0.01], [0.09, 0.05, 0.02], [-0.01, -0.05, 0.08], [0.02, 0.09, -0.02], [-0.06, 0.00, 0.03]]}

(4)
{"formula": "C6H13N4O", "method": "ωB97M-V with the def2-TZVPD basis set", "e_tot_ha": -530.269543, "orbital_gap_ha": 0.36739, "e_homo_ev": -13.26, "spin_multiplicity": 1, "charge": 1, "smiles": "C=[NH+]/C([O-])=N\\C=N\\[N+](C)(C)C", "species": ["C", "N", "C", "O", "N", "C", "N", "N", "C", "C", "C", "H", "H", "H", "H", "H", "H", "H", "H", "H", "H", "H", "H", "H"], "positions_angstrom": [[-0.7901, -2.4397, 2.2316], [0.4443, -2.4433, 2.4916], [2.0100, -2.7077, 1.8501], [2.3497, -3.6466, 2.4074], [2.4123, -1.7473, 1.1363], [1.8236, -0.8416, 0.3577], [0.5558, -0.6292, 0.2693], [0.1054, 0.5473, -0.4853], [-1.3751, 0.2832, -0.6536], [0.7149, 0.4658, -1.8186], [0.3901, 1.9194, 0.0938], [-0.9593, -2.3970, 1.2182], [-1.5808, -2.4597, 2.8824], [0.5388, -2.5538, 3.4893], [2.5710, -0.2270, -0.0132], [-1.5414, -0.5761, -1.2214], [-1.7429, 0.0185, 0.2356], [-1.7486, 1.1856, -0.9090], [0.5838, -0.4538, -2.2031], [0.4329, 1.1257, -2.6763], [1.7108, 0.5691, -1.7784], [-0.0334, 2.5530, -0.5878], [-0.0584, 1.7991, 1.0880], [1.3519, 2.1084, 0.0166]], "atomic_forces_ev_per_a": [[2.38, 0.12, -1.87], [-1.91, 0.13, 2.38], [-1.43, 1.89, -0.79], [1.59, -2.96, 1.23], [1.07, 0.28, -1.64], [-0.58, -0.42, 2.12], [-0.77, 0.09, 0.36], [0.31, -1.09, -1.62], [3.14, 0.10, -0.24], [-1.77, 2.26, -1.51], [-4.00, -3.95, 1.72], [-1.08, 0.14, -2.26], [-1.54, -0.19, 2.02], [0.83, 0.04, 0.61], [1.10, 1.59, -1.29], [0.00, -0.83, -1.69], [-1.24, -0.64, 3.86], [-1.78, 2.47, -1.60], [-0.82, -3.44, -0.98], [-0.68, 0.23, 1.41], [3.72, 0.64, 0.68], [-1.80, 1.95, -1.16], [0.41, 1.10, -0.17], [4.86, 0.49, 0.44]]}

(5)
{"formula": "C6H13N5", "method": "ωB97M-V with the def2-TZVPD basis set", "e_tot_ha": -509.476928, "orbital_gap_ha": 0.35665, "e_homo_ev": -17.43, "spin_multiplicity": 1, "charge": 2, "smiles": "C=NC(/[NH+]=C(/N)N=C)=[N+](C)C", "species": ["C", "N", "C", "N", "C", "N", "N", "C", "N", "C", "C", "H", "H", "H", "H", "H", "H", "H", "H", "H", "H", "H", "H", "H"], "positions_angstrom": [[-0.2523, 2.5186, -1.1291], [0.2114, 1.3477, -0.9485], [0.2889, 0.1872, -0.3638], [-0.8550, -0.8407, -0.5680], [-2.1513, -0.7520, -0.2008], [-2.9243, -1.6515, -0.7797], [-2.6239, 0.3312, 0.4195], [-2.9632, 0.7824, 1.5282], [1.4644, -0.1472, 0.0855], [2.5619, 0.7291, 0.1235], [1.8321, -1.4492, 0.7437], [-0.6184, 3.1935, -0.4003], [0.0306, 2.8498, -2.1307], [-0.6959, -1.2736, -1.4324], [-3.9184, -1.7948, -0.6799], [-2.5574, -2.2281, -1.5866], [-3.3545, 1.7838, 1.7614], [-3.1420, 0.0072, 2.2618], [2.7937, 1.2804, 1.0506], [3.5504, 0.2174, -0.0158], [2.5848, 1.5790, -0.6661], [0.8166, -2.1122, 0.6793], [2.7752, -1.8628, 0.2298], [2.2063, -1.1300, 1.7468]], "atomic_forces_ev_per_a": [[2.31, -1.69, -1.44], [-2.32, 0.80, -0.23], [-1.22, -0.49, -0.33], [3.55, 2.71, 1.78], [-1.12, 0.89, -0.62], [0.27, -1.45, -1.67], [1.31, 0.56, -1.67], [-1.67, -1.35, 1.29], [-0.26, -2.64, 1.14], [3.48, 3.44, -1.49], [-1.28, -0.79, -0.55], [-0.78, 0.34, 0.89], [-0.62, 0.70, 0.14], [0.31, -1.11, -1.26], [-0.11, 0.60, 0.53], [-0.39, 0.86, 1.53], [0.55, -0.16, -0.67], [0.39, 0.26, 1.05], [-1.04, -0.39, 0.19], [-1.18, -0.15, -0.23], [-0.50, -1.68, 1.03], [3.10, 1.22, 0.62], [-1.89, 0.30, 0.39], [-0.86, -0.78, -0.43]]}

(6)
{"formula": "C6H13N5O", "method": "ωB97M-V with the def2-TZVPD basis set", "e_tot_ha": -585.271318, "orbital_gap_ha": 0.31195, "e_homo_ev": -7.97, "spin_multiplicity": 1, "smiles": "CN(N)/C=N/N.C=C(C#N)CO", "species": ["C", "N", "N", "C", "N", "N", "H", "H", "H", "H", "H", "H", "H", "H", "C", "C", "C", "N", "C", "O", "H", "H", "H", "H", "H"], "positions_angstrom": [[-0.9284, 1.5195, 1.9322], [-0.7850, 0.7408, 0.7098], [-0.6131, 1.5010, -0.4467], [-1.7249, -0.2761, 0.5637], [-2.3581, -0.4968, -0.5161], [-3.2474, -1.5714, -0.4912], [-1.0461, 0.8406, 2.7930], [-1.8010, 2.1977, 1.8900], [-0.0142, 2.1210, 2.0963], [0.1961, 2.1184, -0.2731], [-1.3616, 2.1499, -0.6039], [-1.8625, -0.8692, 1.4695], [-2.8835, -2.3682, 0.0593], [-3.3664, -1.8777, -1.4540], [1.1243, -1.5283, -1.1464], [1.5854, -0.4040, -0.6098], [1.3764, 0.8776, -1.2795], [1.2209, 1.9073, -1.7739], [2.3526, -0.3233, 0.6870], [2.4874, -1.6264, 1.2011], [1.2993, -2.4685, -0.6573], [0.5736, -1.5187, -2.0806], [3.3269, 0.1380, 0.4815], [1.8136, 0.3512, 1.3721], [2.9925, -1.5623, 2.0420]], "atomic_forces_ev_per_a": [[0.10, 0.00, 0.47], [-0.60, 0.00, 0.61], [-0.81, 0.91, 1.55], [-0.24, -0.07, -0.28], [0.44, 0.27, 0.47], [0.15, -0.76, 0.04], [0.03, 0.25, -0.27], [0.23, -0.15, 0.02], [-0.42, -0.25, -0.12], [-1.25, -0.55, 0.20], [-1.25, 0.24, -0.04], [-0.02, -0.08, 0.02], [-0.26, 0.53, -0.40], [-0.01, 0.04, 0.32], [-0.03, 0.32, -0.23], [-0.13, 0.53, -0.32], [1.61, -0.47, -1.10], [2.36, -0.55, -1.06], [-0.09, 0.28, -0.35], [0.59, 0.09, 1.15], [0.02, -0.18, 0.13], [0.06, 0.05, 0.13], [0.02, -0.06, 0.02], [0.03, -0.23, -0.08], [-0.54, -0.16, -0.89]]}

(7)
{"formula": "C6H13NO", "method": "ωB97M-V with the def2-TZVPD basis set", "e_tot_ha": -366.278480, "orbital_gap_ha": [0.12752, 0.25634], "e_homo_ev": [0.66, -2.98], "s2": 0.754, "spin_multiplicity": 2, "charge": -1, "species": ["O", "C", "C", "C", "C", "C", "C", "N", "H", "H", "H", "H", "H", "H", "H", "H", "H", "H", "H", "H", "H"], "positions_angstrom": [[1.3868, 2.0329, -0.8363], [1.1737, 0.8625, -0.5634], [0.4164, 0.4525, 0.5767], [-0.8295, -0.3544, 0.2009], [-1.9059, -0.6888, 1.3409], [-0.5051, -1.7451, -0.5248], [0.5297, -1.7638, -1.6672], [-0.0489, 1.5705, 1.4501], [1.9926, 0.2930, -0.9173], [0.9902, -0.3224, 1.3172], [-1.4052, 0.1566, -0.5892], [-1.3000, -0.3280, 2.1859], [-2.1427, -1.7596, 1.4061], [-2.6707, -0.0187, 1.1790], [-0.2367, -2.6535, 0.1230], [-1.4771, -2.0477, -1.1850], [1.4852, -1.8958, -1.2122], [0.3845, -1.0153, -2.4860], [0.4983, -2.6309, -2.2056], [-0.8364, 2.0587, 1.1018], [0.6898, 2.3302, 1.6433]], "atomic_forces_ev_per_a": [[0.15, 6.09, -0.94], [0.94, -2.39, -0.69], [-1.22, -1.40, 3.52], [-1.49, -2.81, -1.18], [4.19, -0.27, -0.10], [-1.71, -0.74, -2.07], [-0.32, 1.74, 0.66], [2.20, 0.62, 1.43], [0.79, -2.17, -0.17], [-0.65, 1.27, -1.13], [0.52, 0.37, 0.18], [-0.78, -0.47, 0.52], [-0.21, 0.52, -0.05], [-2.21, 0.97, 0.00], [-0.61, 1.50, -0.33], [1.50, 0.55, 2.17], [1.20, 1.16, -0.08], [0.63, 0.04, 1.35], [-0.89, -3.05, -1.32], [-0.68, 0.36, -0.83], [-1.33, -1.90, -0.96]]}

(8)
{"formula": "C6H13NO", "method": "ωB97M-V with the def2-TZVPD basis set", "e_tot_ha": -366.302148, "orbital_gap_ha": 0.30422, "e_homo_ev": -7.40, "spin_multiplicity": 1, "smiles": "C=C/C(=C\\N)CC.O", "species": ["C", "C", "C", "C", "N", "C", "C", "H", "H", "H", "H", "H", "H", "H", "H", "H", "H", "H", "O", "H", "H"], "positions_angstrom": [[-2.0355, 0.3458, -0.5164], [-1.1058, -0.4084, 0.0626], [0.2133, -0.1593, 0.3771], [1.0558, 0.5874, -0.4327], [0.8637, 0.8924, -1.7496], [0.5217, -0.6984, 1.7073], [1.1892, 0.4149, 2.4874], [-2.9691, 0.1609, -0.6164], [-1.8598, 1.3577, -1.0223], [-1.6464, -1.2685, 0.5381], [2.0094, 0.8783, -0.0720], [1.6636, 0.6964, -2.2128], [0.0994, 0.5238, -2.2037], [-0.3854, -1.0045, 2.2985], [1.2712, -1.5005, 1.7403], [1.9950, -0.0120, 3.1860], [0.4293, 0.8181, 3.2658], [1.6054, 1.2441, 1.9799], [-0.9080, -0.6922, -3.1815], [-0.4405, -1.5295, -3.1100], [-1.5667, -0.6465, -2.5256]], "atomic_forces_ev_per_a": [[5.78, 4.08, -1.46], [-4.53, -1.29, -0.29], [2.09, 1.05, -1.63], [-1.74, -2.03, 1.49], [-0.53, 2.08, 2.59], [1.29, 0.47, 1.75], [-0.30, -0.49, 4.90], [-6.16, -2.06, -0.13], [0.46, -1.31, 0.87], [1.11, 0.26, -0.31], [0.86, 0.02, 0.35], [2.97, -0.20, -2.15], [-1.99, -0.99, -1.01], [0.91, 0.06, -0.94], [-0.56, -0.34, -0.52], [-0.87, 0.65, -1.02], [1.16, -0.20, -1.37], [0.30, 0.59, -0.76], [1.27, -0.08, -2.12], [-0.26, -0.03, 0.21], [-1.28, -0.26, 1.53]]}

(9)
{"formula": "C6H13NO", "method": "ωB97M-V with the def2-TZVPD basis set", "e_tot_ha": -366.311696, "orbital_gap_ha": 0.34738, "e_homo_ev": -8.57, "spin_multiplicity": 1, "smiles": "CN[C@H](C=O)C(C)C", "species": ["C", "N", "C", "C", "O", "C", "C", "C", "H", "H", "H", "H", "H", "H", "H", "H", "H", "H", "H", "H", "H"], "positions_angstrom": [[-1.1249, 1.7637, 1.3813], [-0.8368, 0.3843, 0.8117], [-0.4158, 0.3058, -0.5382], [-1.6684, -0.1327, -1.2998], [-1.7067, -0.3259, -2.5110], [0.6605, -0.6983, -0.8178], [1.8759, 0.1349, -0.3840], [0.7765, -1.8829, 0.2247], [-0.0630, 2.1991, 1.5889], [-1.6725, 1.6700, 2.3888], [-1.6894, 2.4444, 0.6838], [-1.3305, -0.4238, 1.0069], [-0.0605, 1.3135, -0.8585], [-2.5734, -0.2041, -0.7548], [0.6042, -1.1068, -1.8330], [2.7395, -0.0816, -1.1444], [2.2260, -0.0069, 0.7314], [1.7750, 1.2564, -0.2800], [-0.0911, -2.5998, 0.3439], [1.6574, -2.4656, -0.0532], [0.9181, -1.5440, 1.3134]], "atomic_forces_ev_per_a": [[1.11, -1.16, 0.71], [1.70, 3.18, 1.13], [-2.65, 0.12, -1.05], [1.12, 0.88, -3.82], [0.17, 0.00, 1.63], [1.36, -0.08, 3.18], [3.85, 0.68, 0.03], [-1.29, -0.49, 1.17], [-2.03, -0.36, -0.30], [0.82, 0.14, -1.66], [0.43, -0.72, 0.63], [-1.64, -1.08, 1.38], [-0.69, -0.79, -0.22], [-1.31, -0.27, 1.12], [0.40, 0.54, 0.17], [-1.07, 0.55, 1.79], [-0.50, -0.62, -2.32], [-0.29, -1.07, -1.05], [0.67, 0.65, -0.77], [-0.11, -0.04, 0.07], [-0.06, -0.06, -1.83]]}

(10)
{"formula": "C6H13NO", "method": "ωB97M-V with the def2-TZVPD basis set", "e_tot_ha": -366.317048, "orbital_gap_ha": 0.35772, "e_homo_ev": -9.03, "spin_multiplicity": 1, "smiles": "C=NC(=C)CCC.O", "species": ["C", "N", "C", "C", "C", "C", "C", "H", "H", "H", "H", "H", "H", "H", "H", "H", "H", "H", "O", "H", "H"], "positions_angstrom": [[-1.9154, -0.1270, -1.8463], [-0.5955, -0.1620, -1.5744], [-0.1482, -0.3434, -0.2541], [-0.1307, -1.6460, 0.1788], [0.4414, 0.8127, 0.5444], [1.7152, 1.4719, -0.0150], [2.6910, 0.4915, -0.6898], [-2.1972, -0.0975, -2.9077], [-2.6811, -0.1683, -1.0439], [-0.6674, -2.3449, -0.4057], [0.5055, -1.8906, 1.0109], [0.5926, 0.3939, 1.5946], [-0.3583, 1.5738, 0.6041], [2.3641, 2.0153, 0.6821], [1.5883, 2.2323, -0.8222], [3.0543, -0.1837, 0.0831], [2.0293, 0.0257, -1.5064], [3.3486, 1.0697, -1.3713], [-1.9703, -0.4722, 2.8656], [-2.4865, -1.0778, 2.2290], [-1.0814, -0.5955, 2.4406]], "atomic_forces_ev_per_a": [[4.30, -0.28, 1.06], [-4.77, 1.04, -0.94], [0.34, -2.10, 0.43], [0.27, 2.98, -0.08], [-0.18, -0.04, 0.60], [1.48, 0.63, -1.31], [-2.41, 0.19, -2.00], [0.04, 0.12, 0.57], [0.45, -0.04, -0.51], [-0.04, -0.96, -0.35], [-0.26, -0.36, 0.37], [0.05, 0.71, -1.29], [0.29, -0.25, 0.23], [-0.84, -0.05, 0.68], [-0.95, -0.41, 0.69], [0.63, -0.27, -0.74], [1.11, -0.37, 1.39], [0.57, -0.50, 1.22], [0.06, -1.80, -2.34], [0.83, 1.41, 1.61], [-0.97, 0.37, 0.72]]}

Q: Which energy relative to the best compared isomer or geometry (same formula, charge and spin) values were calculated for the entries above? A: 362.3; 454.3; 217.6; 506.8; 393.8; 402.5; 249.3; 345.9; 320.9; 306.8, in kJ/mol.